A) The following is a quantum chemistry calculation of a cluster of 7 separate species, H14O7 in total, from OMol25.

Each line ends with the Löwdin charge.
Element x y z (Å)
O -0.2545 -0.7805 0.4302  -0.02
H -0.9631 -0.1972 0.6056  0.01
H -0.0403 -0.4005 -0.4395  0.03
O 1.5425 2.0265 0.3768  -0.06
H 1.9435 1.6237 -0.4208  0.05
H 0.7418 1.5291 0.5518  -0.01
O 2.8643 -3.1148 -0.1582  -0.09
H 3.4725 -3.4400 0.5955  0.08
H 3.0356 -3.6244 -0.9387  0.00
O 0.0341 3.5859 -2.9845  -0.03
H 0.0573 4.4967 -3.1069  -0.01
H -0.8112 3.3175 -2.5971  0.04
O 0.5726 -2.2799 -2.5616  -0.02
H 0.3452 -1.4374 -2.3323  -0.04
H 0.0689 -2.6542 -3.3218  0.07
O -1.3714 -2.5153 2.2363  -0.08
H -1.6891 -1.6203 2.4181  0.02
H -2.0054 -3.0551 2.7637  0.05
O -2.3377 2.5383 3.1182  -0.10
H -2.7819 2.5101 2.2699  0.01
H -2.4236 3.4918 3.4953  0.09

Summary:
- molecular weight (g mol⁻¹) = 126.105
- E_HOMO (eV) = -10.86
- SMILES = O.O.O.O.O.O.O
- Kohn-Sham gap (eV) = 10.826

=====

B) The following is a quantum chemistry calculation of a cluster of 7 separate species, H14O7 in total, from OMol25.

Each line ends with the Löwdin charge.
Element x y z (Å)
O 1.3270 -2.7389 0.8173  -0.05
H 1.0050 -1.8469 0.7683  -0.06
H 1.9250 -2.7049 0.0863  0.01
O 0.2150 -0.3599 0.8533  0.02
H 0.3300 0.4861 0.5053  0.00
H -0.1470 -0.1569 1.6673  0.04
O -1.7580 -1.9799 -0.8697  -0.06
H -2.6640 -1.9939 -0.5867  0.01
H -1.4390 -1.0709 -0.7217  0.02
O 0.3680 0.9601 -2.5917  -0.07
H 0.9590 0.3571 -2.1177  0.03
H 0.4520 1.7521 -2.0517  -0.02
O -0.2460 2.5501 -0.4717  -0.06
H -1.1330 2.9001 -0.6307  0.07
H 0.4660 3.2201 -0.4537  0.07
O 3.0100 1.8681 -0.3227  -0.06
H 3.0050 0.9391 -0.0517  0.04
H 3.9620 2.0451 -0.2657  0.05
O -3.0890 -1.0549 2.0203  -0.07
H -2.5700 -1.8679 2.0823  0.04
H -3.9780 -1.3039 2.3343  0.05

Summary:
- molecular weight (g mol⁻¹) = 126.105
- E_HOMO (eV) = -10.50
- SMILES = O.O.O.O.O.O.O
- Kohn-Sham gap (eV) = 10.601

=====

What is the stability order? It is B), A), from most stable to least stable.

=====

A) The following is a quantum chemistry calculation of a cluster of 7 separate species, H14O7 in total, from OMol25.

Each line ends with the Löwdin charge.
Element x y z (Å)
O -4.6635 0.2795 -3.1478  -0.05
H -5.5244 0.3314 -2.7326  0.03
H -4.0956 -0.0981 -2.4762  0.03
O 3.6677 2.3297 0.6809  -0.05
H 3.2872 2.5880 1.5204  0.03
H 4.3453 1.6936 0.9102  0.03
O 2.0083 -4.2557 -2.6634  -0.05
H 1.3668 -4.1653 -3.3681  0.03
H 2.0630 -3.3825 -2.2751  0.03
O -0.6198 -5.0312 2.6029  -0.05
H -1.0852 -4.4174 3.1711  0.02
H -0.2232 -5.6615 3.2044  0.03
O 2.4019 5.7404 -1.6636  -0.05
H 2.7609 4.9155 -1.3368  0.02
H 2.3533 6.3037 -0.8912  0.03
O 0.5535 -0.6455 -0.0139  -0.05
H 1.1465 0.1015 -0.0945  0.02
H -0.2159 -0.2938 0.4339  0.02
O -3.0784 1.3894 2.3736  -0.05
H -3.8377 0.8369 2.5587  0.03
H -2.6106 1.4415 3.2071  0.03

Summary:
- molecular weight (g mol⁻¹) = 126.105
- E_HOMO (eV) = -11.22
- SMILES = O.O.O.O.O.O.O
- Kohn-Sham gap (eV) = 11.441

=====

B) The following is a quantum chemistry calculation of a cluster of 7 separate species, H14O7 in total, from OMol25.

Each line ends with the Löwdin charge.
Element x y z (Å)
O -1.0182 -2.0110 -0.5695  -0.03
H -1.6091 -1.2728 -0.7642  0.08
H -1.2374 -2.5831 -1.2933  0.08
O 0.3998 1.4509 -2.7504  -0.09
H -0.2596 1.4292 -3.4677  0.03
H -0.1008 1.9320 -2.0480  -0.02
O -1.5914 -1.5916 2.0743  -0.05
H -2.2685 -2.2487 2.2610  0.05
H -1.3462 -1.6770 1.1488  -0.04
O 1.1421 -2.8612 0.7083  -0.07
H 0.5375 -3.3841 1.2372  0.02
H 0.5158 -2.3019 0.2034  -0.02
O 2.9238 1.5677 -0.0729  -0.02
H 2.8123 2.4382 0.2966  0.02
H 2.3683 1.0949 0.4885  -0.05
O 0.7080 0.7257 1.1712  -0.03
H -0.0152 0.1325 1.3219  0.01
H 0.3644 1.4168 0.6093  -0.01
O -0.6879 2.3907 -0.5017  -0.01
H -0.2017 3.0953 -0.1026  0.07
H -1.4361 2.2575 0.0499  0.07

Summary:
- molecular weight (g mol⁻¹) = 126.105
- E_HOMO (eV) = -10.59
- SMILES = O.O.O.O.O.O.O
- Kohn-Sham gap (eV) = 10.282

=====

C) The following is a quantum chemistry calculation of a cluster of 7 separate species, H14O7 in total, from OMol25.

Each line ends with the Löwdin charge.
Element x y z (Å)
O -0.0398 0.0150 0.1570  -0.04
H 0.4245 -0.5830 -0.3887  -0.01
H -0.6619 0.3488 -0.5341  0.05
O 3.9504 0.1817 1.3351  0.00
H 4.6908 -0.0422 0.8117  0.02
H 3.1807 0.2042 0.8637  -0.02
O -4.2314 -1.3344 0.5213  -0.11
H -4.3707 -1.4991 1.4470  0.04
H -5.0671 -1.2990 -0.0323  0.10
O 4.0594 1.8323 -0.7061  -0.08
H 4.9320 1.7628 -0.2220  0.07
H 3.5250 2.0418 0.0415  0.01
O -2.5449 -1.5271 -0.2389  -0.13
H -2.3789 -1.0614 0.5831  0.04
H -2.1444 -0.8774 -0.9084  0.07
O 2.1111 -3.1425 -0.6118  -0.06
H 2.0407 -3.7948 -1.3346  0.05
H 1.2892 -2.6446 -0.7035  0.02
O -3.0962 3.5850 -0.3478  -0.10
H -2.3701 4.1943 -0.4067  0.00
H -3.2985 3.6397 0.6747  0.10

Summary:
- molecular weight (g mol⁻¹) = 126.105
- E_HOMO (eV) = -8.81
- SMILES = O.O.O.O.O.O.O
- Kohn-Sham gap (eV) = 9.084

=====

D) The following is a quantum chemistry calculation of a cluster of 7 separate species, H14O7 in total, from OMol25.

Each line ends with the Löwdin charge.
Element x y z (Å)
O -0.5299 0.0105 -0.6044  -0.06
H -1.2291 -0.4384 -1.2104  0.11
H 0.0768 0.3340 -1.2263  0.00
O 0.4287 3.6036 -1.1684  -0.01
H 0.5384 2.9056 -0.4812  0.03
H -0.2873 3.3086 -1.6288  -0.02
O -5.1941 -0.5708 -0.0050  -0.08
H -4.9423 -1.0105 -0.8028  0.00
H -5.4546 -1.2603 0.6881  0.08
O 3.4562 -2.2141 0.1050  -0.08
H 3.7946 -1.2830 0.0059  0.05
H 4.2331 -2.6809 -0.2300  0.03
O 2.5122 1.4104 0.6543  -0.04
H 1.9923 1.4750 -0.1321  -0.01
H 2.1445 2.2499 0.9898  0.05
O -0.7497 0.5395 2.3482  -0.04
H -0.5004 0.8756 3.1541  -0.03
H -0.2089 -0.2904 2.4269  0.07
O 0.2261 -2.5875 -0.7313  -0.09
H 0.0867 -2.4224 -1.7410  0.09
H -0.3930 -1.9543 -0.4106  -0.04

Summary:
- molecular weight (g mol⁻¹) = 126.105
- E_HOMO (eV) = -10.89
- SMILES = O.O.O.O.O.O.O
- Kohn-Sham gap (eV) = 10.831

=====

What is the stability order? It is A), B), D), C), from most stable to least stable.

=====

A) The following is a quantum chemistry calculation of a structure of composition H14O7, from OMol25.

Each line ends with the Löwdin charge.
Element x y z (Å)
O 1.9817 0.9463 1.6839  -0.01
H 1.0590 0.6986 1.7431  0.01
H 1.9883 1.8888 1.8507  0.05
O -1.8005 1.5863 -1.5090  -0.07
H -1.6294 0.6466 -1.4470  -0.09
H -0.9318 1.9860 -1.5526  -0.01
O 2.0104 -0.4515 -1.2471  -0.05
H 1.6619 -1.3381 -1.1538  0.02
H 1.3341 0.1129 -0.8725  -0.05
O -1.9161 -0.6578 -1.1320  0.06
H -2.7759 -0.2685 -1.2913  0.13
H -2.0718 -1.3138 -0.4525  0.13
O 0.4429 -2.3133 2.5206  -0.02
H 0.0516 -3.1453 2.2546  0.04
H 0.5984 -1.8476 1.6989  0.00
O -0.1230 -0.1177 0.0751  0.07
H -0.1704 -0.4960 0.9531  0.10
H -0.9495 -0.3668 -0.3385  -0.06
O 0.4501 1.4658 -0.9831  -0.06
H 0.3055 0.7414 -0.3744  -0.28
H 0.4846 2.2438 -0.4264  0.08

Summary:
- molecular weight (g mol⁻¹) = 126.105
- E_HOMO (eV) = -9.83
- Kohn-Sham gap (eV) = 9.196

=====

B) The following is a quantum chemistry calculation of a cluster of 7 separate species, H14O7 in total, from OMol25.

Each line ends with the Löwdin charge.
Element x y z (Å)
O 0.6262 -2.5553 0.3525  -0.05
H 0.2381 -2.0864 1.1062  0.02
H 1.5466 -2.6348 0.6165  0.05
O 3.0905 -0.9089 -1.4217  -0.06
H 3.1794 -1.7340 -0.9382  0.02
H 2.7351 -0.2775 -0.7816  0.00
O 1.3260 0.8589 0.5765  -0.06
H 0.8133 1.4842 0.0518  0.01
H 0.6432 0.4068 1.0910  0.00
O -0.9124 -0.5968 1.8879  -0.07
H -1.1757 -0.6151 2.8209  0.07
H -1.6203 -0.0468 1.4950  0.02
O -1.0120 2.2934 -1.0504  -0.05
H -0.6479 2.8073 -1.7818  0.08
H -0.8108 1.3620 -1.2108  0.02
O -2.5394 1.3470 0.8582  -0.04
H -3.3588 1.7876 1.0676  0.05
H -2.1844 1.8381 0.1052  0.00
O -0.2275 -0.6321 -1.4896  -0.06
H 0.1160 -1.3926 -0.9960  0.00
H 0.1750 -0.7049 -2.3593  0.05

Summary:
- molecular weight (g mol⁻¹) = 126.105
- E_HOMO (eV) = -10.71
- SMILES = O.O.O.O.O.O.O
- Kohn-Sham gap (eV) = 11.156

=====

C) The following is a quantum chemistry calculation of a cluster of 7 separate species, H14O7 in total, from OMol25.

Each line ends with the Löwdin charge.
Element x y z (Å)
O -0.0820 0.4921 -0.0667  -0.05
H -0.6359 -0.0154 -0.6746  0.03
H 0.0932 -0.1141 0.6774  0.02
O 0.7433 -1.3921 1.9622  -0.04
H 0.0587 -1.8657 2.4524  0.08
H 1.2033 -0.8655 2.6334  0.09
O -1.1356 2.1964 2.5299  -0.05
H -1.7991 1.5254 2.3414  0.03
H -0.3960 1.9697 1.9551  -0.01
O 3.0299 -2.5644 0.8071  -0.07
H 2.3523 -2.0709 1.3034  -0.02
H 2.8494 -3.4897 0.9982  0.03
O -1.4778 -0.9332 -2.5519  -0.04
H -1.9536 -1.4576 -1.8959  0.07
H -0.7192 -1.4766 -2.8015  0.08
O 1.7009 2.4730 0.3352  -0.08
H 1.8261 2.3713 1.2838  0.02
H 1.0608 1.7652 0.0713  -0.01
O -2.3692 1.4881 -3.6306  -0.08
H -2.3197 1.2616 -4.5637  0.03
H -2.0299 0.7023 -3.1660  -0.02

Summary:
- molecular weight (g mol⁻¹) = 126.105
- E_HOMO (eV) = -10.71
- SMILES = O.O.O.O.O.O.O
- Kohn-Sham gap (eV) = 10.227

=====

D) The following is a quantum chemistry calculation of a structure of composition H14O7, from OMol25.

Each line ends with the Löwdin charge.
Element x y z (Å)
O 1.7070 1.0009 -1.1694  0.08
H 1.8076 0.8432 -2.1081  0.11
H 1.1148 1.7508 -1.1141  0.09
O -1.5587 0.0347 -1.8191  -0.05
H -1.5479 0.9917 -1.8023  0.01
H -0.9472 -0.2243 -1.1298  -0.20
O -0.1612 0.0638 -0.3345  -0.17
H 0.5341 0.4810 -0.8432  -0.04
H -0.3093 0.6575 0.4016  -0.18
O -1.2213 -1.3079 0.5804  -0.08
H -0.7140 -2.0345 0.2185  0.00
H -0.5948 -0.5872 0.6463  -0.11
O 0.7211 -2.2097 -0.1100  -0.04
H 1.6721 -2.1301 -0.1842  0.07
H 0.3888 -1.3433 -0.3447  -0.02
O 0.8138 -0.4230 1.6397  -0.02
H 1.5311 -0.4048 2.2731  0.08
H 0.4751 0.4723 1.6349  0.03
O -0.9059 1.2572 1.1304  0.15
H -1.1000 2.1587 0.8737  0.15
H -1.7050 0.9529 1.5608  0.16

Summary:
- molecular weight (g mol⁻¹) = 126.105
- E_HOMO (eV) = -8.31
- Kohn-Sham gap (eV) = 7.674

=====

What is the stability order? It is B), C), A), D), from most stable to least stable.

=====

A) The following is a quantum chemistry calculation of an isolated molecule of C3H8N2, from OMol25.

Each line ends with the Löwdin charge.
Element x y z (Å)
C 2.0321 0.3608 0.0049  -0.12
C 0.5347 -0.1291 -0.0044  -0.36
N -0.4340 0.8368 0.2670  -0.02
C -1.6782 0.4665 0.2352  -0.32
N -2.1078 -0.7475 -0.2371  0.06
H 2.5272 0.8708 0.8941  0.07
H 2.1131 1.2497 -0.6374  0.06
H 2.7580 -0.4427 -0.2220  0.06
H 0.3894 -0.9704 0.7197  0.12
H 0.5184 -0.4799 -1.1051  0.14
H -2.4141 1.2958 0.0446  0.13
H -1.2628 -1.3616 -0.2499  0.08
H -2.9761 -0.9492 0.2903  0.10

Summary:
- molecular weight (g mol⁻¹) = 72.111
- E_HOMO (eV) = -9.23
- SMILES = CC/N=C\N
- Kohn-Sham gap (eV) = 10.229

=====

B) The following is a quantum chemistry calculation of an isolated molecule of C3H8N2, from OMol25.

Each line ends with the Löwdin charge.
Element x y z (Å)
C 0.0817 0.0998 -1.5729  -0.12
C 1.1163 -0.0690 -0.4787  -0.31
N 0.9000 0.6674 0.7542  0.02
C -0.0027 0.4077 1.6102  -0.28
N -1.2632 -0.2048 1.3880  0.06
H -0.2619 1.1360 -1.5827  0.08
H -0.8891 -0.3861 -1.3480  0.05
H 0.2894 -0.4037 -2.5165  0.07
H 2.0875 0.2417 -0.8777  0.09
H 1.2882 -1.1615 -0.3323  0.12
H 0.2017 0.2630 2.6684  0.11
H -1.4127 -0.7680 0.5738  0.05
H -2.1352 0.1776 1.7142  0.08

Summary:
- molecular weight (g mol⁻¹) = 72.111
- E_HOMO (eV) = -8.66
- SMILES = CC/N=C\N
- Kohn-Sham gap (eV) = 9.634

=====

C) The following is a quantum chemistry calculation of a cluster of 2 separate species, C3H8N2 in total, from OMol25.

Each line ends with the Löwdin charge.
Element x y z (Å)
C -0.4186 0.1627 -0.8081  -0.46
C -0.0208 -0.2623 1.6748  -0.10
C 0.3803 0.5212 0.3903  -0.25
N 0.3847 0.2448 -1.9717  0.02
N -0.1145 -1.0567 -1.4813  0.03
H -1.8823 0.6265 -0.7731  0.23
H 0.5727 0.1469 2.4783  0.07
H -0.0967 -1.3163 1.5901  0.06
H -0.9963 0.0853 1.8599  0.04
H 1.4339 0.3025 0.0970  0.12
H 0.1878 1.5567 0.6859  0.11
H -0.0274 0.4999 -2.7887  0.05
H 0.5972 -1.5114 -0.9535  0.07

Summary:
- molecular weight (g mol⁻¹) = 72.111
- E_HOMO (eV) = -9.73
- Kohn-Sham gap (eV) = 10.896

=====

What is the stability order? It is A), B), C), from most stable to least stable.

=====

A) The following is a quantum chemistry calculation of an isolated molecule of C3H5NS2, from OMol25.

Each line ends with the Löwdin charge.
Element x y z (Å)
C -0.9338 -1.2887 0.0968  -0.13
C 0.4077 -0.7821 0.4374  -0.87
S 1.4859 -1.3469 1.4986  0.70
N 0.7938 0.3889 -0.4859  -0.48
C 0.3141 1.7501 -0.4656  -0.49
S 1.9566 1.4884 0.0202  0.81
H -0.7967 -2.4073 0.0142  0.10
H -1.6801 -1.0961 0.8654  0.08
H -1.3483 -0.9249 -0.8538  0.08
H 0.2539 2.1134 -1.4937  0.07
H -0.4530 2.1052 0.3663  0.13

Summary:
- molecular weight (g mol⁻¹) = 119.214
- E_HOMO (eV) = -8.56
- SMILES = CC(=S)N1CS1
- Kohn-Sham gap (eV) = 8.564

=====

B) The following is a quantum chemistry calculation of an isolated molecule of C3H5NS2, from OMol25.

Each line ends with the Löwdin charge.
Element x y z (Å)
C -1.9493 0.5076 -1.5570  -0.13
C -0.7618 0.1273 -0.7148  -0.83
S 0.1208 -1.2015 -1.2258  0.65
N -0.6430 0.9314 0.3646  -0.06
C 0.3279 0.9359 1.3195  -0.69
S 1.5474 -0.1206 1.5968  0.64
H -2.6944 -0.3031 -1.5307  0.09
H -1.6638 0.6483 -2.5701  0.06
H -2.4018 1.4668 -1.1947  0.08
H -1.2830 1.6775 0.4519  0.12
H 0.1517 1.7190 2.0707  0.06

Summary:
- molecular weight (g mol⁻¹) = 119.214
- E_HOMO (eV) = -7.88
- SMILES = CC(=S)NC=S
- Kohn-Sham gap (eV) = 7.230

=====

What is the stability order? It is B), A), from most stable to least stable.

=====

A) The following is a quantum chemistry calculation of a cluster of 2 separate species, C4H6O2S2 in total, from OMol25.

Each line ends with the Löwdin charge.
Element x y z (Å)
C 1.6781 1.6558 -0.0903  -0.01
C 1.3965 0.9616 0.9601  -0.27
C -1.5909 -0.4298 0.1436  -0.76
C -1.7560 -1.0153 -1.1915  -0.16
O 0.8810 -1.3017 2.2153  -0.37
O 1.3869 -1.3699 -0.2799  -0.40
S -2.5852 0.3771 1.0715  0.76
S 0.7561 -0.7127 0.8891  0.71
H 2.0902 2.6686 -0.2219  0.08
H 1.4019 1.1899 -1.0747  0.08
H 1.3125 1.2788 1.9529  0.06
H -2.5933 -0.6272 -1.6917  0.06
H -1.5618 -2.1199 -1.1276  0.12
H -0.8159 -0.5554 -1.5550  0.08

Summary:
- molecular weight (g mol⁻¹) = 150.224
- E_HOMO (alpha / beta) (eV) = -8.45 / -8.45
- Kohn-Sham gap (alpha / beta) (eV) = 7.612 / 7.614

=====

B) The following is a quantum chemistry calculation of an isolated molecule of C4H6O2S2, from OMol25.

Each line ends with the Löwdin charge.
Element x y z (Å)
O -0.1047 -2.8027 -0.0735  0.18
C 0.0588 -1.6534 -0.0087  -0.54
C -0.2924 -0.7274 1.1290  -0.07
C -0.4579 0.6466 0.3068  -0.63
S -2.1099 0.8002 -0.4288  0.81
C 0.5834 0.4488 -0.8349  -0.63
S 2.3022 0.8897 -0.1742  0.74
O 0.4792 -0.9569 -1.0996  -0.03
H -1.2764 -0.9726 1.6671  0.15
H 0.5489 -0.5898 1.7835  0.10
H -0.3366 1.6664 0.7663  0.10
H -1.8086 -0.0619 -1.2915  -0.18
H 0.3105 1.0334 -1.7030  0.10
H 2.1034 2.2795 -0.0386  -0.10

Summary:
- molecular weight (g mol⁻¹) = 150.224
- E_HOMO (eV) = -9.56
- SMILES = O=C1C[C@H](S)[C@@H](S)O1
- Kohn-Sham gap (eV) = 9.936

=====

What is the stability order? It is B), A), from most stable to least stable.